DFT (the ωB97M-V functional and the def2-TZVPD basis) results for a cluster of 3 separate species, C2H6Br2NS2 in total at a distorted geometry.

Last column: Löwdin charge in e.
Atoms and positions in Å:
C -3.59 0.39 0.05  -0.4872
C -2.29 0.31 0.33  -0.0462
N -1.02 0.41 0.40  0.2681
S 3.45 0.70 -1.34  0.2650
S 2.51 1.11 0.38  0.1908
Br -4.54 2.02 -0.09  0.8434
Br 1.27 -2.91 0.15  0.3213
H -3.98 -0.58 -0.24  0.1020
H 2.47 -3.60 0.00  -0.2777
H -0.34 0.53 -0.27  0.0890
H -0.65 0.19 1.32  0.1514
H 3.28 -0.62 -1.32  -0.2295
H 3.43 2.03 0.63  -0.1906

Output
**HOMO level**: -11.6177 eV
**E_LUMO**: -5.7 eV
**HOMO-LUMO gap**: 0.21891 Eh
**2S+1**: 1
**Total charge**: +1
**E_tot**: -165407.17746 eV